[1]
ORCA calculation (ωB97M-V/def2-TZVPD) on C41H53N4O5SSbSe4SiTi as an isolated structure at a distorted geometry.

Values from the calculation:
⟨S²⟩: 2.019
Frontier orbital gap (alpha / beta): 4.8 / 5.1 eV
Net charge: -2
Lowest unoccupied orbital energy (alpha / beta): 3.6 / 3.6 eV
2S+1: 3
HOMO level (alpha / beta): -1.231 / -1.502 eV
Energy relative to the best compared isomer or geometry (same formula, charge and spin): 0.000 eV

Geometry as XYZ:
```
111
Properties=species:S:1:pos:R:3:forces:R:3:lowdin_spin:R:1
Ti 0.281 -0.224 0.111 0.402 0.010 -0.844 0.98
C -0.326 -3.295 3.378 -0.005 -0.189 -0.089 0.00
O -0.914 -2.020 3.722 -0.057 0.344 -0.225 0.01
C -0.574 -1.195 2.702 0.188 -1.164 -0.069 0.02
N 0.052 -1.731 1.712 -0.142 0.567 0.596 0.00
C -0.107 -3.186 1.866 0.035 -0.092 0.031 0.00
C 0.971 -4.050 1.276 -0.069 -0.033 0.005 0.00
C 1.804 -3.588 0.268 -0.269 -0.202 -0.241 0.01
C 2.723 -4.435 -0.331 -0.084 0.038 -0.129 0.00
C 2.831 -5.753 0.081 0.022 -0.063 0.011 0.00
C 1.999 -6.225 1.087 0.061 -0.031 -0.022 0.00
C 1.067 -5.383 1.670 -0.019 0.128 0.055 0.00
C -1.154 0.133 2.617 -0.429 0.853 0.385 0.05
C -1.808 0.801 3.627 0.333 -0.504 -0.294 0.07
C -2.407 2.048 3.318 -0.071 0.204 -0.045 0.11
C -2.293 2.567 2.054 -0.014 -0.058 -0.093 0.01
C -1.593 1.850 1.068 -0.221 0.153 0.328 0.16
N -1.064 0.619 1.358 0.123 0.217 0.876 0.23
C -1.247 2.282 -0.229 0.251 0.397 -0.173 0.11
N -0.429 1.605 -0.989 0.212 0.085 0.599 0.11
C -0.218 2.352 -2.219 0.163 -0.060 -0.156 0.01
C -1.071 3.626 -2.007 0.085 0.136 -0.105 0.00
O -1.674 3.481 -0.715 -0.162 -0.289 0.123 0.03
C -0.549 1.541 -3.454 0.055 0.073 -0.074 0.00
C 0.300 1.598 -4.555 -0.026 0.072 0.096 0.00
C 0.053 0.823 -5.678 0.053 -0.025 -0.094 0.00
C -1.035 -0.037 -5.697 0.022 -0.017 -0.037 0.00
C -1.888 -0.101 -4.605 -0.109 -0.049 0.070 0.00
C -1.656 0.699 -3.494 0.054 -0.018 0.023 0.00
H -1.040 -4.064 3.665 0.048 -0.031 -0.017 0.00
H 0.614 -3.407 3.929 -0.032 0.013 -0.052 0.00
H -1.036 -3.454 1.328 0.068 0.069 0.055 0.00
H 1.719 -2.564 -0.065 0.018 0.024 -0.005 0.01
H 3.341 -4.062 -1.139 -0.005 -0.006 0.004 0.00
H 3.539 -6.418 -0.398 0.010 -0.011 -0.001 0.00
H 2.053 -7.261 1.396 0.004 -0.013 0.001 0.00
H 0.385 -5.775 2.415 0.004 0.009 0.007 0.00
H -1.862 0.377 4.618 -0.003 -0.056 0.000 0.00
H -2.942 2.594 4.084 0.005 0.013 0.003 0.01
H -2.720 3.530 1.807 -0.008 0.017 -0.045 0.00
H 0.841 2.633 -2.296 -0.063 -0.030 0.049 0.00
H -1.857 3.740 -2.755 0.023 -0.050 0.030 0.00
H -0.453 4.527 -1.976 -0.064 -0.023 -0.105 0.00
H 1.182 2.230 -4.515 0.011 0.016 0.004 0.00
H 0.733 0.862 -6.522 -0.011 0.004 -0.004 0.00
H -1.202 -0.689 -6.544 -0.004 -0.015 -0.028 0.00
H -2.707 -0.813 -4.580 0.015 0.038 0.006 0.00
H -2.298 0.593 -2.627 0.007 0.045 -0.049 0.00
C 1.965 0.948 6.183 0.029 -0.117 -0.030 0.00
C 2.513 -0.331 5.548 -0.074 -0.056 0.137 0.00
C 1.667 -1.534 5.963 0.052 0.108 -0.030 0.00
C 3.971 -0.552 5.953 -0.090 -0.026 -0.033 0.00
O 2.371 -0.226 4.137 -0.058 -0.150 0.227 0.00
Si 3.287 0.505 2.994 0.025 -0.147 -0.089 0.00
S 2.083 1.012 1.426 0.024 0.340 -0.546 0.01
O 4.625 -0.403 2.639 0.030 0.124 0.179 0.00
C 4.749 -1.662 1.977 0.031 -0.084 -0.052 0.00
C 6.111 -2.215 2.393 -0.104 0.033 -0.023 0.00
C 3.639 -2.613 2.411 0.216 0.077 0.085 0.00
C 4.714 -1.426 0.469 0.015 -0.081 0.071 0.00
O 3.925 1.842 3.720 0.119 0.012 0.112 0.00
C 5.036 2.649 3.358 0.115 0.201 0.029 0.00
C 6.313 2.033 3.937 -0.102 0.067 -0.015 0.00
C 4.773 4.015 3.996 0.051 -0.103 -0.047 0.00
C 5.161 2.800 1.842 -0.024 -0.033 0.074 0.00
H 2.036 0.903 7.273 0.003 -0.014 0.010 0.00
H 0.919 1.078 5.902 -0.015 0.004 -0.023 0.00
H 2.531 1.805 5.821 0.021 0.049 -0.006 0.00
H 1.630 -1.628 7.050 0.013 -0.002 0.027 0.00
H 2.089 -2.451 5.547 0.014 -0.001 -0.009 0.00
H 0.653 -1.417 5.579 -0.002 -0.006 0.022 0.00
H 4.039 -0.733 7.029 -0.014 0.014 0.010 0.00
H 4.571 0.319 5.704 0.069 0.055 -0.021 0.00
H 4.382 -1.416 5.429 -0.004 -0.014 -0.013 0.00
H 6.155 -2.319 3.479 -0.003 -0.009 0.016 0.00
H 6.905 -1.536 2.078 0.020 0.027 -0.004 0.00
H 6.282 -3.192 1.938 0.000 -0.023 -0.014 0.00
H 3.697 -2.799 3.484 0.013 0.033 0.079 0.00
H 3.717 -3.563 1.879 0.067 0.103 0.153 0.00
H 2.661 -2.186 2.188 0.072 0.036 0.059 0.00
H 5.518 -0.746 0.181 0.017 0.020 -0.005 0.00
H 3.766 -0.976 0.182 -0.052 -0.004 0.004 0.00
H 4.833 -2.367 -0.074 0.017 -0.003 0.010 0.00
H 6.253 1.999 5.027 -0.013 -0.015 0.016 0.00
H 7.187 2.627 3.659 0.002 0.014 -0.008 0.00
H 6.434 1.019 3.561 0.006 -0.042 -0.019 0.00
H 4.593 3.891 5.065 0.007 -0.001 0.013 0.00
H 3.890 4.471 3.548 -0.023 -0.006 0.001 0.00
H 5.627 4.683 3.858 0.010 0.007 -0.019 0.00
H 5.361 1.834 1.378 0.002 -0.031 -0.029 0.00
H 5.978 3.482 1.598 0.015 0.012 0.029 0.00
H 4.232 3.188 1.426 -0.019 0.001 -0.020 0.00
Se -4.426 -2.625 -3.040 0.069 0.045 0.016 0.00
Sb -2.403 -3.588 -2.097 -0.081 -0.291 -0.063 0.00
Se -1.330 -1.483 -0.930 -1.325 -0.911 -0.785 -0.02
Se -0.783 -4.355 -3.759 0.074 0.157 0.099 0.01
Se -2.770 -5.109 -0.225 0.108 0.053 0.050 0.00
C 3.763 -0.508 -5.462 0.032 -0.016 -0.073 0.00
C 3.081 -0.581 -4.131 -0.125 0.006 0.239 0.01
C 3.361 0.348 -3.126 0.026 -0.125 -0.223 0.00
C 2.668 0.295 -1.938 -0.050 0.029 0.083 0.01
N 1.717 -0.615 -1.681 0.293 0.092 0.064 0.01
C 1.469 -1.526 -2.631 -0.182 -0.031 0.095 0.01
C 2.119 -1.541 -3.851 0.174 0.173 -0.089 0.00
H 4.838 -0.360 -5.347 0.005 0.001 -0.007 0.00
H 3.372 0.335 -6.037 -0.004 0.005 -0.012 0.00
H 3.592 -1.416 -6.038 0.009 -0.006 -0.021 0.00
H 4.108 1.120 -3.271 0.010 -0.002 -0.015 0.00
H 2.869 1.004 -1.141 -0.005 -0.013 -0.005 0.00
H 0.694 -2.259 -2.431 0.072 0.010 0.000 0.00
H 1.819 -2.293 -4.570 0.020 -0.037 -0.022 0.00
```
Forces are in eV/Å.



[2]
ORCA calculation (ωB97M-V/def2-TZVPD) on C41H54BIN9O3RbS6 as an isolated structure.

Values from the calculation:
Frontier orbital gap: 6.1 eV
Net charge: -2
Lowest unoccupied orbital energy: 3.5 eV
2S+1: 1
HOMO level: -2.587 eV

Geometry as XYZ:
```
116
Properties=species:S:1:pos:R:3:forces:R:3:mulliken_charge:R:1
Rb 0.147 -0.126 -1.137 0.162 -0.433 0.153 0.66
C -1.458 2.743 5.939 0.015 -0.033 0.001 -2.25
C -1.937 1.608 5.035 -0.005 0.017 0.028 1.31
C -2.586 2.221 3.795 0.011 0.009 -0.028 -1.16
C -2.927 0.751 5.825 -0.006 -0.018 -0.007 -1.60
N -0.776 0.784 4.620 -0.051 0.039 0.004 0.51
C 0.549 1.066 4.936 -0.064 0.003 -0.008 -0.55
C 1.314 0.193 4.262 0.026 -0.028 -0.002 -1.08
N 0.490 -0.638 3.535 -0.040 -0.080 -0.086 0.96
B 0.977 -1.555 2.377 0.056 -0.084 0.031 -0.73
N 2.537 -1.527 2.338 -0.067 0.016 -0.090 1.03
C 3.350 -2.521 2.830 -0.017 0.040 0.022 -1.16
C 4.611 -2.258 2.454 -0.028 0.012 -0.076 -0.63
N 4.582 -1.095 1.687 0.077 -0.065 -0.081 0.54
C 3.291 -0.624 1.656 0.045 -0.150 0.149 -0.25
S 2.692 0.823 1.030 -0.003 0.121 0.035 -0.37
C 5.826 -0.512 1.126 0.017 0.037 0.026 1.33
C 6.494 0.318 2.222 -0.050 0.054 -0.004 -1.65
C 5.590 0.353 -0.112 -0.022 -0.048 -0.036 -1.91
C 6.743 -1.663 0.695 0.005 -0.001 0.051 -1.83
N 0.565 -3.029 2.625 -0.052 0.105 0.044 1.18
C 0.029 -3.555 3.776 0.041 0.028 -0.044 -1.17
C -0.299 -4.836 3.538 0.014 -0.011 -0.046 -0.50
N 0.032 -5.107 2.212 -0.063 -0.049 -0.009 0.50
C 0.576 -3.977 1.657 0.027 -0.019 0.056 0.07
S 1.221 -3.770 0.100 0.004 0.045 -0.036 -0.46
C -0.237 -6.388 1.515 0.000 -0.031 -0.005 1.19
C -1.182 -6.143 0.338 0.012 0.030 0.026 -1.55
C 1.083 -7.008 1.057 0.016 0.013 0.006 -1.55
C -0.917 -7.357 2.482 0.021 0.008 0.006 -2.11
C -0.808 -0.281 3.752 0.119 0.039 0.062 0.10
S -2.151 -1.068 3.096 0.036 -0.040 -0.033 -0.42
H -2.331 3.326 6.235 0.000 -0.002 -0.001 0.45
H -0.770 3.411 5.420 0.005 0.002 -0.007 0.46
H -0.980 2.366 6.845 0.002 0.005 0.007 0.48
H -3.439 2.836 4.087 -0.003 0.009 0.009 0.53
H -2.927 1.443 3.119 -0.004 0.006 -0.001 0.00
H -1.866 2.843 3.259 -0.004 0.009 0.003 0.33
H -3.770 1.371 6.137 -0.008 0.004 0.008 0.46
H -2.442 0.343 6.715 -0.003 0.002 0.010 0.40
H -3.293 -0.072 5.214 0.007 0.014 0.014 0.26
H 0.840 1.867 5.585 -0.008 0.023 0.012 0.46
H 2.385 0.119 4.207 0.000 -0.005 0.004 0.58
H 0.519 -1.195 1.340 -0.006 0.054 0.049 -0.53
H 2.958 -3.354 3.385 -0.014 -0.009 -0.001 0.54
H 5.509 -2.813 2.637 -0.003 -0.010 -0.008 0.47
H 5.833 1.134 2.518 0.001 0.003 -0.001 0.31
H 7.432 0.743 1.857 0.004 0.001 0.003 0.44
H 6.706 -0.297 3.099 0.002 -0.003 0.000 0.36
H 5.042 1.259 0.114 0.009 0.011 0.009 0.45
H 5.025 -0.190 -0.871 -0.006 0.000 0.010 0.38
H 6.570 0.611 -0.522 0.005 -0.012 -0.013 0.51
H 7.111 -2.251 1.535 0.012 0.009 0.003 0.42
H 7.611 -1.244 0.185 0.003 0.003 -0.007 0.47
H 6.219 -2.325 0.005 0.011 -0.009 -0.004 0.41
H -0.118 -2.955 4.655 -0.005 0.011 0.007 0.64
H -0.768 -5.553 4.181 -0.012 -0.018 0.000 0.49
H -0.738 -5.450 -0.373 -0.011 -0.002 -0.017 0.30
H -2.123 -5.720 0.693 -0.005 0.002 -0.007 0.40
H -1.389 -7.089 -0.166 -0.002 -0.009 0.005 0.46
H 1.601 -6.340 0.371 -0.007 -0.017 0.011 0.29
H 0.883 -7.957 0.555 -0.001 -0.014 -0.004 0.46
H 1.727 -7.198 1.920 0.003 -0.008 -0.001 0.37
H -1.877 -6.974 2.830 -0.003 0.005 0.001 0.46
H -0.285 -7.581 3.344 -0.003 -0.006 0.002 0.45
H -1.100 -8.289 1.947 -0.001 -0.001 0.002 0.45
N -3.263 1.709 -1.647 -0.028 -0.090 -0.085 0.01
C -3.013 1.296 -0.397 -0.015 -0.113 0.010 0.29
O -1.884 1.214 0.077 -0.111 0.281 0.165 -0.16
C -4.199 0.874 0.446 -0.010 0.065 -0.028 -0.52
I -5.521 2.514 0.864 0.041 -0.025 0.019 -0.04
H -2.458 1.811 -2.274 0.005 0.046 0.031 0.23
H -4.149 1.458 -2.058 -0.001 -0.025 -0.011 0.23
H -3.845 0.504 1.402 -0.012 -0.033 -0.034 -0.18
H -4.800 0.136 -0.080 -0.002 -0.015 -0.007 0.14
S -4.297 -3.020 -7.561 0.017 -0.047 -0.081 -0.45
C -4.321 -2.323 -6.037 -0.043 0.135 0.109 0.29
S -5.206 -2.979 -4.710 -0.049 -0.095 0.161 -0.20
C -4.599 -1.730 -3.610 -0.095 -0.043 -0.149 0.14
N -3.837 -0.881 -4.238 -0.011 -0.086 0.048 -0.63
N -3.695 -1.225 -5.578 0.048 0.059 -0.096 0.47
C -2.738 -0.446 -6.291 -0.041 -0.054 0.013 0.37
C -2.943 -0.087 -7.616 -0.023 0.010 -0.077 -0.37
C -1.974 0.655 -8.274 0.053 0.010 0.056 -0.59
C -0.813 1.039 -7.614 -0.042 -0.017 0.001 -0.54
C -0.636 0.695 -6.281 0.090 0.065 -0.018 -0.56
C -1.600 -0.039 -5.612 0.114 0.089 -0.045 -0.37
S -5.036 -1.748 -1.972 -0.070 0.049 0.039 -0.46
H -3.843 -0.400 -8.122 0.023 0.011 0.007 0.37
H -2.129 0.936 -9.309 -0.011 -0.005 -0.003 0.33
H -0.057 1.619 -8.130 -0.001 0.001 -0.009 0.40
H 0.249 1.008 -5.739 -0.039 0.007 0.008 0.42
H -1.483 -0.253 -4.562 -0.017 -0.036 0.029 0.44
C -0.233 8.102 -2.101 0.000 -0.030 0.000 -1.50
C -0.082 6.618 -2.320 0.009 0.028 0.000 0.82
C -0.305 6.049 -3.564 -0.027 -0.009 -0.029 -1.07
C -0.206 4.674 -3.768 -0.015 -0.023 -0.049 1.07
C -0.473 4.092 -5.131 -0.045 -0.024 0.049 -1.13
C 0.150 3.850 -2.702 -0.037 0.039 0.150 0.90
C 0.385 4.405 -1.436 -0.020 -0.039 -0.029 0.94
C 0.733 3.529 -0.263 -0.006 0.007 -0.061 -0.80
C 0.258 5.778 -1.266 0.041 0.029 -0.014 -1.26
C 0.254 2.340 -2.873 0.092 0.013 -0.039 -0.21
O 1.377 1.813 -2.745 0.094 0.199 -0.144 -0.83
O -0.819 1.714 -3.082 -0.130 0.082 -0.104 -0.67
H -0.267 8.637 -3.051 0.002 0.003 -0.001 0.35
H 0.596 8.501 -1.514 0.003 0.007 -0.001 0.35
H -1.155 8.328 -1.559 -0.001 0.001 -0.001 0.27
H -0.575 6.686 -4.401 -0.001 0.001 -0.003 0.26
H -0.883 4.843 -5.807 0.010 0.021 0.004 0.31
H -1.173 3.258 -5.061 0.026 0.015 -0.017 0.07
H 0.447 3.703 -5.573 0.022 -0.036 -0.014 0.33
H 1.555 2.863 -0.519 0.033 0.005 0.012 0.10
H -0.121 2.907 0.019 0.004 -0.015 0.014 0.16
H 1.020 4.126 0.603 -0.018 0.009 0.010 0.33
H 0.431 6.201 -0.281 0.000 -0.003 0.005 0.34
```
Forces are in eV/Å.